1.
Formula: C49H57F6N11O15S6
Source: the Open Molecules 2025 dataset
Level of theory: the ωB97M-V functional and the def2-TZVPD basis

```
144
Properties=species:S:1:pos:R:3:forces:R:3:mulliken_charge:R:1
C 9.9572 18.2207 25.0273 -1.2 -0.9 0.8 -0.908
N 9.8296 16.7354 24.7958 3.0 1.7 1.4 0.060
C 8.7823 16.2430 24.2744 -4.6 -2.4 -1.4 -0.287
C 8.5766 14.8307 24.1517 -0.9 1.5 -0.9 -0.562
C 9.5419 13.9903 24.6276 -0.3 -2.3 0.2 1.284
C 10.6942 14.5613 25.1477 1.6 0.1 -0.1 -0.782
C 10.8683 15.9185 25.1830 0.2 0.5 0.1 -0.281
C 9.4084 12.4335 24.6580 0.0 0.9 0.1 1.343
C 8.1153 11.8643 24.5950 0.2 0.5 -0.9 -0.780
C 7.9646 10.4990 24.4703 -0.2 0.7 0.7 -0.398
N 9.0324 9.6948 24.5503 -0.7 -0.4 -0.7 0.104
C 10.2393 10.2005 24.6594 2.1 0.2 -0.3 -0.403
C 10.5149 11.5726 24.7299 1.3 0.4 0.6 -0.441
C 8.8690 8.2818 24.0906 -1.1 0.3 0.1 -0.872
H 9.4227 18.7631 24.2580 0.0 0.0 -0.1 0.387
H 10.9902 18.4183 25.0276 1.2 0.5 -0.2 0.324
H 9.5492 18.4641 26.0296 0.1 -0.2 -0.6 0.344
H 7.9028 16.8843 23.9970 1.3 -0.3 0.2 0.378
H 7.6464 14.5397 23.6091 1.0 0.0 0.7 0.390
H 11.5439 13.9129 25.3928 -0.3 0.5 0.2 0.378
H 11.8092 16.4326 25.4757 -0.9 -0.6 -0.1 0.387
H 7.2503 12.5277 24.4407 0.4 -0.6 0.4 0.342
H 7.0239 9.9970 24.3193 -0.2 0.2 0.0 0.477
H 11.0234 9.4461 24.4810 -0.2 0.7 0.6 0.400
H 11.6511 11.9097 24.8244 -2.8 -0.7 -0.4 -0.017
H 8.5558 7.6225 24.9047 0.2 0.2 0.0 0.325
H 9.7919 7.9605 23.6337 0.1 -0.1 -0.1 0.333
H 8.0472 8.3289 23.3536 0.7 -0.3 0.2 0.376
C 11.4716 9.4541 12.6005 -1.6 1.6 -0.1 -0.874
N 12.1465 10.2633 13.6582 0.6 -1.2 0.9 0.041
C 12.3821 9.6064 14.8470 0.0 1.9 -1.3 -0.322
C 12.9241 10.2655 15.8929 1.1 1.4 -0.4 -0.643
C 13.3376 11.6201 15.7287 0.2 -0.6 1.0 0.378
C 13.2245 12.2138 14.5146 -1.3 1.1 -2.0 -0.568
C 12.5684 11.5167 13.4865 -0.5 0.5 -0.7 -0.321
C 13.9422 12.3748 16.8636 -1.1 -0.8 1.6 0.750
C 15.2402 12.7570 16.8602 2.1 1.0 -1.4 -0.591
C 15.8251 13.3196 18.0137 1.0 -0.7 -1.9 -0.410
N 15.1884 13.3723 19.1523 -1.0 1.2 0.5 0.766
C 13.8451 13.1462 19.1715 0.0 -1.0 -0.4 -0.627
C 13.2164 12.5950 18.0779 1.1 0.2 -0.5 -1.048
C 15.9108 13.8878 20.3240 0.1 -0.8 1.2 -1.046
H 11.9715 9.6244 11.6587 0.0 -0.1 -0.2 0.359
H 10.4078 9.8218 12.5547 1.1 -0.3 -0.2 0.366
H 11.3986 8.4072 12.8433 0.5 -0.2 0.3 0.312
H 12.0828 8.6116 14.8237 -0.4 -1.6 0.4 0.483
H 13.1772 9.7613 16.7855 -0.2 -0.5 0.8 0.572
H 13.3980 13.2965 14.3053 0.3 -1.1 0.4 0.420
H 12.2876 12.0069 12.5252 0.5 -0.5 0.8 0.437
H 15.8589 12.7218 15.8996 -0.8 0.0 1.6 0.417
H 16.8273 13.7331 17.9808 0.0 -0.5 0.2 0.762
H 13.3356 13.3283 20.0963 -0.2 0.0 0.3 0.834
H 12.1994 12.3048 18.1428 -0.8 0.0 0.2 0.693
H 15.2956 14.2781 21.1154 -0.9 0.2 -0.2 0.067
H 16.6159 14.6459 20.0717 0.3 0.5 -0.6 0.034
H 16.4487 13.0784 20.8353 0.0 -0.1 -0.5 0.596
C 22.4612 16.0305 16.4186 0.1 -1.6 -1.9 -0.914
N 21.4757 17.0654 16.5775 0.8 0.5 0.4 0.272
C 20.9868 17.3215 17.7891 0.1 -1.5 0.9 -0.941
C 19.9672 18.2127 17.9676 -0.8 0.2 1.2 0.417
C 19.5122 18.9156 16.8600 -0.2 1.2 1.6 0.836
C 20.1626 18.7583 15.6722 1.0 0.4 -1.0 -0.857
C 21.1990 17.8653 15.5738 -0.6 0.4 -1.1 -0.425
C 18.5427 20.0263 17.1076 -0.7 0.3 0.6 0.819
C 18.5270 20.7101 18.3920 0.5 -0.8 -1.1 -0.595
C 17.4516 21.5260 18.7116 1.4 -0.5 0.0 -0.261
N 16.4989 21.7596 17.8060 -0.1 0.6 1.0 0.174
C 16.5495 21.1796 16.6235 -1.0 -0.1 -2.1 -0.364
C 17.5350 20.3146 16.1590 0.0 -0.4 1.6 -0.627
C 15.2615 22.5083 18.1876 -0.7 -0.4 0.7 -0.885
H 22.0085 15.0242 16.4788 -0.2 0.7 -0.2 0.280
H 23.1916 16.0463 17.1548 1.2 0.4 1.7 0.419
H 23.0025 16.1540 15.4627 -0.5 -0.1 0.4 0.372
H 21.4941 16.7148 18.5319 -0.7 0.2 0.4 0.503
H 19.4820 18.3874 18.9646 0.8 -0.4 -1.1 -0.063
H 20.0968 19.4739 14.8847 -0.5 0.3 -0.5 0.490
H 21.8728 17.8313 14.7323 -0.3 -0.2 -0.3 0.411
H 19.3286 20.4945 19.1520 -1.2 0.5 -1.0 0.551
H 17.3401 21.9423 19.6964 -0.1 0.2 0.1 0.337
H 15.6745 21.4358 16.0345 0.2 -0.3 -0.3 0.428
H 17.3812 19.7091 15.2397 0.3 0.9 0.7 0.420
H 14.9486 23.2267 17.4306 0.3 -0.3 -0.2 0.355
H 15.3587 23.0749 19.1354 0.4 -0.6 -0.6 0.310
H 14.4919 21.7226 18.3377 0.3 0.6 -0.1 0.387
C 21.3899 7.3975 25.8440 -1.2 0.7 -0.7 -0.804
N 21.0781 8.8051 25.4092 1.4 0.1 -0.8 0.006
C 20.1145 9.5323 25.8928 -2.1 1.8 1.7 -0.311
C 19.9938 10.9543 25.7046 -0.4 -2.3 1.3 -0.535
C 20.8570 11.5240 24.8403 0.6 1.8 -1.1 0.900
C 21.8333 10.7403 24.2254 0.2 -1.8 0.0 -0.670
C 21.9392 9.3983 24.5532 0.6 0.5 0.0 -0.461
C 20.6388 12.9641 24.4224 -0.7 -0.5 2.4 1.181
C 20.7378 13.2711 23.1089 0.9 0.8 -1.5 -1.119
C 20.4900 14.5471 22.6580 0.1 0.9 0.3 -0.499
N 20.0573 15.5140 23.5215 -0.5 -1.2 -0.9 0.208
C 19.7530 15.2075 24.7993 -0.1 -0.3 0.4 -0.139
C 20.1147 13.9346 25.3137 0.2 1.9 -2.3 -0.758
C 19.6536 16.7916 22.9050 -1.3 -0.4 0.5 -1.361
H 22.3787 7.4076 26.2653 0.2 0.0 0.5 0.366
H 21.4001 6.7812 24.9525 -0.1 -0.2 0.0 0.373
H 20.5780 7.1083 26.5140 0.5 -0.2 0.1 0.271
H 19.3998 8.9918 26.5065 0.0 0.3 0.1 0.385
H 19.2329 11.5449 26.2356 0.4 -0.8 -0.4 0.371
H 22.5194 11.0651 23.4672 0.2 0.5 0.0 0.549
H 22.7490 8.7445 24.2515 0.0 0.3 -0.4 0.505
H 21.1431 12.5970 22.3642 -0.3 -0.2 0.1 0.439
H 20.6102 14.8002 21.5766 -0.1 -0.1 0.6 0.650
H 19.1343 15.9946 25.3374 1.3 -1.2 -0.4 0.409
H 20.0354 13.8820 26.3571 -0.3 -0.8 1.2 0.694
H 20.1854 16.9140 21.9928 0.2 -0.1 -0.8 0.390
H 19.8670 17.6229 23.5293 0.4 0.6 0.8 0.433
H 18.5545 16.7751 22.7802 0.6 0.0 -0.3 0.486
N 10.5564 11.4296 19.8459 0.6 -1.1 -2.6 -0.294
S 9.9886 10.4286 18.6297 0.7 1.4 1.5 1.021
O 9.6499 9.1551 19.1657 0.0 0.1 -0.7 -0.587
O 10.7525 10.5638 17.3897 -0.6 -0.1 2.2 -0.442
F 8.6605 11.1826 18.2604 0.1 -0.3 0.2 -0.246
S 10.1017 11.4948 21.3269 -0.5 2.3 -2.5 1.076
O 10.6404 12.7186 21.8647 0.1 -0.9 0.5 -0.540
O 9.9558 10.3306 22.0880 1.5 -2.5 1.5 -0.524
F 8.5824 11.7614 21.1649 -1.8 1.2 -0.3 -0.323
N 15.5577 12.0966 23.8453 -0.5 0.3 -0.1 -0.443
S 17.0864 12.1890 23.9984 1.4 1.3 0.0 1.118
O 17.7657 12.8714 22.9017 -0.4 -1.5 0.7 -0.353
O 17.6061 11.0165 24.6510 -0.4 0.3 -1.5 -0.684
F 17.3422 13.2823 25.1434 -0.5 0.1 0.4 -0.267
S 14.6419 13.3891 23.8452 0.0 0.0 -0.5 1.051
O 15.2603 14.6336 23.4708 -0.4 -1.0 0.1 -0.535
O 13.7725 13.3421 24.9667 -0.4 0.3 0.7 -0.617
F 13.6373 13.0036 22.6677 0.6 0.2 -0.1 -0.105
N 16.8690 17.3093 19.0301 -1.2 0.6 -1.2 0.053
S 15.7127 16.9281 17.9744 1.1 0.6 1.0 0.869
O 16.1442 15.7373 17.3809 0.5 -1.3 -1.5 -0.493
O 15.2370 18.0182 17.2175 -0.3 0.6 -0.6 -0.495
F 14.4947 16.4413 18.8227 -0.5 0.2 0.7 -0.248
S 16.6089 18.5558 19.9318 1.9 -1.4 4.3 1.047
O 15.5325 19.4645 19.7351 0.1 0.2 -0.7 -0.587
O 17.9044 19.0351 20.4279 -1.8 -0.3 -0.9 -0.675
F 16.1061 17.6919 21.2735 0.1 1.0 -0.9 -0.357
O 18.6192 13.9034 19.2038 -0.5 0.1 0.9 -0.267
C 19.7497 14.6268 18.9455 1.9 -0.6 -1.2 0.874
O 19.8954 14.9870 17.7810 -0.7 0.5 -0.8 -0.695
O 20.6383 14.7188 19.8271 -0.5 0.3 1.1 -0.880
H 18.5863 13.7745 20.1648 0.1 -0.2 -0.2 -0.001
```
Forces are in eV/Å.

- Charge: +4
- Energy: -180122.191 eV
- LUMO energy: -8.24 eV


2.
Formula: C6H14N2O2
Source: the Open Molecules 2025 dataset
Level of theory: the ωB97M-V functional and the def2-TZVPD basis

```
24
Properties=species:S:1:pos:R:3:forces:R:3:mulliken_charge:R:1
C 2.4913 -1.7038 0.5035 0.2 -2.0 0.3 -1.329
C 0.6577 0.8417 2.5788 0.3 0.4 -0.4 -0.582
C 1.3222 -1.0680 1.2183 0.5 1.5 -1.5 0.812
O 0.1563 -1.3386 0.9905 -0.1 -0.5 0.3 -0.678
N 1.6660 0.0686 1.8762 -0.3 -0.4 0.9 -0.186
H 2.1383 -2.5700 -0.0582 -0.3 0.3 -0.2 0.354
H 2.6190 0.1834 2.1579 0.2 0.0 0.0 0.263
H -0.0269 0.2275 3.1453 -0.1 -0.3 0.1 0.275
H 3.0461 -1.0711 -0.1807 -0.1 0.4 0.2 0.330
H 3.1937 -2.1961 1.1881 0.1 0.5 0.2 0.412
H 1.1607 1.5439 3.2459 -0.1 0.0 -0.1 0.356
H 0.0846 1.3858 1.8290 -0.1 0.1 0.3 -0.050
C -1.9537 -1.2253 -2.1913 -1.1 0.3 0.6 -0.870
C -1.0097 2.1959 -0.9564 -0.1 0.4 0.1 -0.351
C -1.8297 1.0580 -1.5059 -1.0 0.5 -0.2 0.646
O -2.9834 1.2035 -1.9059 0.8 0.1 0.1 -0.633
N -1.1891 -0.1327 -1.6162 0.0 -0.7 -0.2 -0.220
H -0.5474 -0.4409 -0.9022 0.2 0.4 0.1 0.308
H -2.1787 -1.0189 -3.2383 0.4 -0.3 -0.1 0.265
H -1.5903 3.1069 -0.8124 -0.3 -0.3 -0.1 0.318
H -1.4614 -2.1683 -1.9805 0.2 0.0 -0.4 0.337
H -2.9466 -1.2607 -1.7111 0.3 -0.1 -0.1 0.286
H -0.5810 1.9305 0.0071 0.3 -0.1 -0.1 -0.345
H -0.2379 2.4487 -1.6817 0.3 -0.2 0.1 0.283
```
Forces are in eV/Å.

- Structure (SMILES): CNC(C)=O.CNC(C)=O
- Energy: -13524.886 eV
- LUMO energy: 0.57 eV


3.
Formula: H12O6
Source: the Open Molecules 2025 dataset
Level of theory: the ωB97M-V functional and the def2-TZVPD basis

```
18
Properties=species:S:1:pos:R:3:forces:R:3:mulliken_charge:R:1
O 1.3715 -2.4299 0.1350 0.2 0.4 0.0 -0.657
H 1.2711 -3.1464 -0.4917 -0.1 -0.1 -0.2 0.318
H 1.2997 -2.8493 0.9925 -0.1 -0.2 0.3 0.328
O 0.3590 1.7287 1.9018 0.3 -0.1 0.8 -0.647
H 0.0529 1.9806 1.0306 -0.3 0.2 -0.3 0.398
H 1.0346 1.0708 1.7379 0.2 -0.1 0.1 0.282
O -0.6051 2.3780 -0.5072 -0.5 0.3 0.0 -0.681
H -1.3040 2.9334 -0.8528 -0.3 0.1 0.2 0.266
H 0.0574 2.3683 -1.1980 0.4 -0.4 -0.3 0.392
O 1.1176 1.4446 -2.3139 0.2 0.1 0.1 -0.690
H 0.8018 0.9217 -3.0509 -0.2 -0.3 -0.2 0.334
H 1.3654 2.2831 -2.7032 0.4 0.2 -0.3 0.337
O -1.7150 -2.7931 1.7339 0.1 -0.5 0.2 -0.637
H -1.6941 -2.4771 2.6372 -0.1 0.1 0.2 0.320
H -1.5272 -2.0182 1.2042 -0.2 0.5 -0.3 0.399
O -0.9886 -0.6157 -0.0679 -0.3 -0.3 0.0 -0.686
H -0.7222 0.2242 -0.4418 -0.2 0.5 0.0 0.270
H -0.1750 -1.0038 0.2542 0.6 -0.3 -0.2 0.352
```
Forces are in eV/Å.

- Structure (SMILES): O.O.O.O.O.O
- Energy: -12479.893 eV
- LUMO energy: 0.04 eV


4.
Formula: C4H10N3
Source: the Open Molecules 2025 dataset
Level of theory: the ωB97M-V functional and the def2-TZVPD basis

```
17
Properties=species:S:1:pos:R:3:forces:R:3:mulliken_charge:R:1
C 0.4658 -0.6845 -1.0856 3.8 0.2 2.0 -0.186
C 1.4650 0.2770 -0.7565 -1.3 -3.1 -0.3 0.534
C 3.3482 1.7044 -0.0346 -0.5 0.0 0.1 -0.760
C -2.7105 -0.9636 0.5430 -3.6 -2.0 0.6 -0.777
N 1.7269 -1.0775 -0.6263 -2.5 2.4 -1.4 -0.346
N 1.9298 1.4295 -0.5015 1.2 3.2 0.6 -0.199
N -1.6552 -1.7872 -0.0089 1.9 -0.4 0.6 -0.515
H -0.6482 -1.2337 -0.7264 -0.8 0.1 -1.0 0.412
H 3.9944 2.0575 -0.8205 -0.2 0.0 -0.7 0.327
H 3.3661 2.4767 0.7293 -0.5 0.0 0.1 0.309
H 3.8190 0.8341 0.3875 -0.2 -0.6 0.1 0.312
H -2.2906 -0.1248 1.0581 0.0 0.8 -0.2 0.302
H -3.5264 -0.7804 -0.2281 1.4 0.4 0.9 0.303
H -3.3001 -1.5687 1.3589 1.2 1.1 -1.3 0.296
H 1.3361 2.3139 -0.5738 0.9 -2.0 -0.2 0.307
H -1.9104 -2.7224 -0.3535 -0.1 0.6 0.4 0.292
H -0.9667 -1.8722 0.7570 -0.6 -0.9 -0.3 0.389
```
Forces are in eV/Å.

- Charge: +1
- Energy: -8770.286 eV
- LUMO energy: -4.12 eV